1.
The following is a quantum chemistry calculation of an isolated molecule of C6H6O, from the OMol25 dataset.

Summary:
M in Da: 94.1
SMILES: C#C[C@H]1C/C1=C\O
Electronic energy in hartree: -307.322193
HOMO-LUMO gap in Ha: 0.372

Each line ends with the Löwdin charge.
Cartesian coordinates (Å):
C -1.24547 2.68629 0.41162  0.113
C -0.66371 1.79770 -0.15540  -0.108
C 0.09941 0.74988 -0.80091  -0.233
C 1.31468 0.19190 -0.03775  -0.040
C 0.12456 -0.61625 -0.25002  -0.190
C -0.43648 -1.78970 -0.04563  -0.144
O 0.28123 -2.78956 0.56436  -0.006
H -1.74374 3.48622 0.91205  0.022
H 0.21725 0.85936 -1.87699  0.140
H 1.48528 0.60026 0.95582  0.117
H 2.21406 -0.02674 -0.60708  0.111
H -1.43577 -2.04549 -0.39839  0.122
H -0.21129 -3.10387 1.32832  0.096

2.
The following is a quantum chemistry calculation of C3H4FHoO2 as an isolated structure in a non-equilibrium geometry, from the OMol25 dataset.

Summary:
M in Da: 256.0
Expectation value of S²: 8.766
Spin multiplicity: 6
Charge: +3
Electronic energy in hartree: -1313.566262
HOMO-LUMO gap (alpha / beta) in Ha: 0.330 / 0.181

Each line ends with the Löwdin charge.
Cartesian coordinates (Å):
O 1.01240 -0.74105 0.84867  0.045
Ho 2.25940 1.83037 -1.19642  1.815
C 1.82778 0.23548 0.82656  -0.200
C -0.38469 -0.62887 0.85920  0.209
H -0.67964 0.36587 1.19738  0.140
H -0.82012 -1.55259 1.23430  0.167
F 1.94379 0.79468 1.99682  0.205
C -1.20164 -0.15387 -1.24786  0.054
O -0.50441 0.67113 -1.92712  0.172
H -2.11701 0.30453 -0.83117  0.193
H -1.33585 -1.12568 -1.76036  0.201

3.
The following is a quantum chemistry calculation of an isolated ion of composition H2N3S4 and charge +1 in a non-equilibrium geometry, from the OMol25 dataset.

Summary:
M in Da: 172.3
Charge: +1
Electronic energy in hartree: -1757.810677
HOMO-LUMO gap (alpha / beta) in Ha: 0.250 / 0.203

Each line ends with the Löwdin charge.
Cartesian coordinates (Å):
N -0.26442 1.46628 0.02708  -0.644
N 0.40302 -1.85892 0.57422  -0.363
N 1.84062 -0.20957 -0.75839  -0.814
S -1.48537 0.29634 0.13170  0.421
S 1.38683 1.22812 -0.70533  0.960
S -2.95515 1.18533 0.84097  0.349
S 1.52625 -1.73136 -0.47939  0.960
H -0.54475 2.46413 -0.31006  0.097
H 0.09297 -2.84036 0.67920  0.035

4.
The following is a quantum chemistry calculation of a 2-piece molecular cluster, C4H8NO3 overall in a non-equilibrium geometry, from the OMol25 dataset.

Summary:
M in Da: 118.1
Charge: -1
Electronic energy in hartree: -437.730653
HOMO-LUMO gap in Ha: 0.304

Each line ends with the Löwdin charge.
Cartesian coordinates (Å):
C 0.55016 2.07419 0.18887  -0.057
C 0.36789 1.47948 1.64255  -0.774
O -0.25824 0.37321 1.62357  -0.168
O 0.84888 2.05420 2.60965  -0.058
H 0.60041 3.24094 0.30756  0.089
H -0.27156 1.84240 -0.51649  0.044
H 1.43508 1.59490 -0.14366  0.024
C 0.47695 -1.48110 0.05402  -0.051
C -0.37642 -1.74182 -1.12786  -0.624
O -0.10153 -2.57439 -1.98815  -0.020
N -1.63456 -1.20211 -1.15051  0.148
H -2.15827 -1.24155 -1.88631  -0.001
H -1.64420 -0.21708 -0.58017  0.169
H 1.22591 -2.40168 0.15337  0.117
H -0.11008 -1.28888 1.01614  0.075
H 1.04959 -0.51069 -0.20258  0.090

5.
The following is a quantum chemistry calculation of C19H21N3O3 as an isolated structure in a non-equilibrium geometry, from the OMol25 dataset.

Summary:
M in Da: 339.4
Electronic energy in hartree: -1125.996499
HOMO-LUMO gap in Ha: 0.324

Each line ends with the Löwdin charge.
Cartesian coordinates (Å):
C -0.38848 3.44644 2.52448  -0.027
C -1.20860 2.14286 2.87402  -0.301
H -0.76066 1.77778 3.73721  0.106
H -2.29778 2.43014 3.04742  0.164
O -1.25503 1.27841 1.93778  0.038
C -1.57992 0.09454 2.27394  -0.361
O -2.12133 -0.22834 3.38806  0.066
C -1.34377 -0.77636 0.91886  -0.162
C 0.00153 -1.49324 1.21250  -0.118
H -0.13193 -2.25968 2.14861  0.170
H 0.99849 -0.77717 1.38226  0.176
C 0.43275 -2.27361 -0.04917  -0.069
N -0.95482 -2.67300 -0.75891  -0.042
C -0.82291 -2.35245 -2.14008  -0.237
O -2.03792 -2.49810 -2.76242  -0.079
C 0.33728 -1.64213 -2.68520  -0.110
N 0.36058 -0.40513 -2.17021  -0.048
C -0.54639 0.56824 -2.06002  -0.088
C -0.09862 1.67556 -1.68658  -0.158
C -0.74476 2.83744 -1.12934  -0.104
N -1.50505 3.86382 -0.90169  0.125
C 1.46150 1.57280 -1.16559  -0.084
C 2.37141 2.29274 -0.67177  -0.075
C 3.68296 1.76168 -0.42784  -0.016
C 3.79123 0.64008 -1.29370  -0.109
C 2.87807 -0.34787 -1.71011  0.012
C 1.45204 0.17620 -1.63734  -0.128
H 3.23154 -1.23691 -2.19071  0.088
H 4.90070 0.14720 -0.81660  0.170
H 4.31444 2.27575 -0.00122  0.008
H 2.05118 3.30092 -0.36213  0.136
H -1.65055 0.42702 -2.57473  0.233
H 0.03265 -1.62645 -3.90268  0.226
H 1.08624 -2.21605 -2.63744  0.062
C -1.94018 -3.05166 0.04144  -0.218
C -2.23876 -1.87678 0.68135  -0.199
H -2.86416 -2.15751 1.66671  0.203
H -3.04834 -1.49205 0.45481  0.054
H -2.62094 -3.39911 -0.71771  0.154
H -1.42145 -3.79729 0.65599  0.153
H 1.24285 -2.08210 -0.42107  -0.043
H 1.03992 -3.36223 0.51361  0.200
H -1.16377 -0.16328 0.19600  0.059
H -0.91175 3.87314 1.67410  0.028
H -0.55387 4.44283 3.20328  0.140
H 0.54442 3.16294 2.34186  0.005

6.
The following is a quantum chemistry calculation of an isolated molecule of C2H2BrNO2 in a non-equilibrium geometry, from the OMol25 dataset.

Summary:
M in Da: 151.9
SMILES: O=CO/N=C/Br
Electronic energy in hartree: -2856.535753
HOMO-LUMO gap in Ha: 0.372

Each line ends with the Löwdin charge.
Cartesian coordinates (Å):
O 1.23850 -0.89321 0.75418  0.048
C 1.55507 -0.28880 -0.26284  -0.381
O 0.74843 0.22974 -1.12880  0.036
N -0.42921 0.69083 -0.34451  -0.028
C -1.27557 0.05950 0.34596  -0.472
Br -2.80587 1.34677 0.42425  0.602
H 2.56528 -0.30796 -0.60844  0.134
H -1.59663 -0.83686 0.82021  0.061